93
Properties=species:S:1:pos:R:3 method="wB97M-V/def2-TZVPD" multiplicity=4 charge=+1 s_squared=3.82
Re 1.494 1.099 3.979
S 5.718 -4.576 2.072
C 4.769 -3.369 2.555
S 5.248 -2.037 3.588
C 3.800 -0.991 3.351
C 2.767 -1.501 2.546
S 1.243 -0.467 2.371
S 3.011 -3.230 2.110
S 3.820 0.684 3.845
C -0.300 5.281 -0.263
C 0.069 4.337 0.844
C -0.921 3.967 1.760
C -0.566 3.053 2.791
N 0.753 2.665 2.955
C 1.743 3.099 2.076
C 1.410 3.897 0.942
H -1.043 6.011 0.143
H -0.726 4.872 -1.231
H 0.575 5.822 -0.670
H -1.950 4.283 1.667
H -1.134 2.686 3.698
H 2.726 2.772 2.452
H 1.991 4.120 0.057
C 2.541 -2.459 7.071
C 2.874 -0.989 7.321
Sb 1.291 0.344 6.513
C -0.697 -0.006 7.386
C -0.589 -0.875 8.624
C 2.401 1.959 7.601
C 1.500 3.164 7.513
H 2.100 -2.583 6.119
H 1.778 -2.834 7.844
H 3.447 -3.073 7.111
H 3.722 -0.621 6.792
H 2.909 -0.699 8.353
H -1.279 -0.484 6.575
H -1.099 1.001 7.518
H -0.284 -1.881 8.341
H -1.629 -0.908 9.086
H 0.158 -0.479 9.339
H 3.325 2.183 7.078
H 2.696 1.615 8.569
H 0.472 2.987 7.300
H 1.818 3.880 6.755
H 1.519 3.769 8.436
C -5.741 -0.048 -3.348
C -4.509 -0.914 -3.054
C -3.458 -0.282 -3.925
O -3.723 1.116 -3.951
C -5.076 1.327 -3.413
H -6.516 0.032 -2.525
H -6.164 -0.213 -4.366
H -4.623 -1.943 -3.249
H -4.154 -0.786 -2.004
H -3.545 -0.669 -5.001
H -1.836 0.202 -2.703
H -5.587 2.061 -4.103
H -5.061 1.770 -2.417
N -2.086 -0.463 -3.459
P -0.778 -0.930 -4.389
C -1.192 -1.235 -6.093
C -0.661 -0.440 -7.109
C -0.775 -0.853 -8.465
C -1.513 -1.954 -8.766
C -2.350 -2.536 -7.768
C -2.023 -2.368 -6.449
C -0.317 -2.496 -3.694
C 0.651 -3.276 -4.378
C 1.024 -4.475 -3.765
C 0.251 -5.102 -2.810
C -0.777 -4.379 -2.210
C -1.007 -3.121 -2.625
C 0.473 0.314 -4.220
C 1.737 -0.075 -3.740
C 2.494 0.938 -3.170
C 2.055 2.305 -3.170
C 0.824 2.668 -3.741
C -0.038 1.661 -4.199
H -0.204 0.529 -6.898
H -0.361 -0.169 -9.282
H -1.617 -2.380 -9.759
H -3.167 -3.156 -8.073
H -2.426 -3.049 -5.644
H 1.121 -2.999 -5.325
H 2.030 -4.893 -3.974
H 0.456 -6.074 -2.441
H -1.326 -4.842 -1.428
H -1.744 -2.594 -1.996
H 2.126 -1.035 -3.905
H 3.473 0.737 -2.686
H 2.799 3.107 -2.953
H 0.406 3.668 -3.637
H -1.033 1.826 -4.604


88
Properties=species:S:1:pos:R:3 method="wB97M-V/def2-TZVPD" charge=-1
Zn 10.711 10.761 10.369
C 11.555 14.599 10.252
C 12.327 13.774 11.224
C 11.665 12.852 12.010
C 12.338 12.129 13.012
C 13.672 12.367 13.229
C 14.358 13.252 12.433
C 13.678 13.948 11.434
H 12.084 14.681 9.332
H 11.342 15.588 10.668
H 10.601 14.120 10.065
H 10.623 12.706 11.830
H 11.793 11.435 13.635
H 14.238 11.800 13.930
H 15.413 13.411 12.618
H 14.297 14.596 10.839
C 12.464 10.012 6.407
Si 12.470 11.431 7.671
C 13.842 11.154 8.922
C 12.884 13.077 6.712
N 10.988 11.494 8.581
C 9.719 11.814 8.051
C 9.456 11.997 6.686
C 8.173 12.338 6.260
C 7.130 12.433 7.161
C 7.375 12.187 8.504
C 8.662 11.882 8.990
N 8.893 11.592 10.314
Si 7.760 11.560 11.595
C 8.751 11.326 13.190
C 6.707 13.148 11.874
C 6.482 10.173 11.429
H 13.291 10.116 5.719
H 11.559 9.959 5.826
H 12.555 9.071 6.958
H 14.781 11.087 8.371
H 13.669 10.247 9.484
H 13.931 11.965 9.646
H 13.804 12.971 6.162
H 12.957 13.924 7.413
H 12.149 13.351 5.992
H 10.229 11.900 5.974
H 7.975 12.445 5.185
H 6.111 12.636 6.832
H 6.530 12.198 9.207
H 9.188 12.280 13.505
H 9.498 10.545 13.068
H 8.076 10.946 13.965
H 7.328 13.957 12.206
H 6.046 12.875 12.669
H 6.121 13.429 11.004
H 6.913 9.184 11.476
H 5.911 10.284 10.497
H 5.776 10.268 12.273
C 9.840 6.568 14.973
C 11.137 6.388 14.562
C 11.607 6.949 13.362
C 10.751 7.718 12.551
C 9.452 7.948 13.064
C 8.995 7.369 14.208
Si 11.200 8.501 10.873
C 9.984 7.667 9.681
C 9.625 8.314 8.472
C 8.561 7.843 7.696
C 7.880 6.691 8.050
C 8.281 5.983 9.184
C 9.320 6.456 9.959
C 12.918 7.843 10.408
C 14.058 8.208 11.136
C 15.303 7.734 10.813
C 15.491 6.921 9.701
C 14.384 6.517 8.966
C 13.116 6.995 9.327
H 9.503 6.067 15.846
H 11.738 5.766 15.200
H 12.606 6.785 13.047
H 8.741 8.489 12.462
H 7.956 7.415 14.484
H 10.136 9.219 8.204
H 8.299 8.368 6.783
H 7.038 6.319 7.507
H 7.769 5.077 9.466
H 9.563 5.903 10.868
H 13.954 8.907 11.972
H 16.129 8.099 11.378
H 16.487 6.556 9.476
H 14.506 5.863 8.126
H 12.335 6.669 8.658


95
Properties=species:S:1:pos:R:3 method="wB97M-V/def2-TZVPD" multiplicity=2 charge=0 s_squared=0.76
Ru 0.324 -0.295 0.032
N 1.547 -1.590 -1.340
C 2.591 -2.410 -0.704
C 3.461 -3.166 -1.703
C 2.750 -4.211 -2.564
C 2.661 -5.604 -1.935
N 2.194 -5.645 -0.548
C 0.988 -5.242 -0.149
N 0.002 -5.066 -1.032
N 0.744 -5.058 1.144
C 3.421 -1.487 0.210
O 4.570 -1.847 0.486
O 2.793 -0.464 0.569
H 0.839 -2.173 -1.778
H 1.958 -1.027 -2.080
H 2.071 -3.074 -0.012
H 4.286 -3.613 -1.143
H 3.929 -2.426 -2.360
H 3.302 -4.349 -3.497
H 1.760 -3.853 -2.865
H 3.652 -6.055 -1.920
H 2.037 -6.266 -2.541
H 2.885 -5.771 0.174
H 0.203 -5.201 -2.007
H -0.691 -4.347 -0.826
H 1.501 -4.772 1.747
H -0.153 -4.657 1.407
C -1.136 0.806 3.694
C -2.285 1.250 2.801
C -2.169 2.751 2.530
C -2.457 0.408 1.511
C -3.770 0.745 0.829
O -3.389 1.808 -0.067
C -2.059 1.674 -0.267
N -1.492 0.772 0.442
C -1.524 2.662 -1.226
C -2.424 3.635 -1.679
C -2.012 4.667 -2.497
C -0.683 4.744 -2.889
C 0.206 3.772 -2.470
C -0.190 2.728 -1.636
P 0.983 1.360 -1.359
C 2.643 2.077 -1.254
C 3.750 1.328 -1.643
C 5.031 1.836 -1.504
C 5.218 3.109 -0.985
C 4.123 3.863 -0.591
C 2.843 3.343 -0.714
C 0.953 0.877 -3.184
C -0.137 0.089 -3.567
C -0.319 -0.300 -4.884
C 0.601 0.082 -5.852
C 1.691 0.859 -5.490
C 1.863 1.256 -4.168
H -1.137 1.399 4.612
H -0.182 0.949 3.191
H -1.212 -0.247 3.961
H -3.220 1.071 3.347
H -1.246 2.963 1.986
H -2.124 3.286 3.479
H -3.012 3.150 1.963
H -2.374 -0.647 1.744
H -4.529 1.137 1.503
H -4.167 -0.081 0.237
H -3.456 3.580 -1.370
H -2.726 5.409 -2.828
H -0.343 5.546 -3.532
H 1.231 3.808 -2.815
H 3.621 0.331 -2.043
H 5.882 1.228 -1.784
H 6.219 3.507 -0.875
H 4.265 4.849 -0.169
H 1.993 3.916 -0.363
H -0.852 -0.219 -2.808
H -1.178 -0.901 -5.156
H 0.469 -0.222 -6.882
H 2.412 1.163 -6.239
H 2.715 1.872 -3.911
S -1.325 -1.894 -0.781
C -1.848 -2.818 0.642
C -2.961 -3.653 0.522
C -3.412 -4.409 1.595
C -2.748 -4.320 2.813
C -1.645 -3.490 2.942
C -1.159 -2.727 1.867
S 0.292 -1.773 2.024
H -3.479 -3.696 -0.430
H -4.278 -5.048 1.482
H -3.092 -4.893 3.664
H -1.126 -3.418 3.892
C 1.893 1.761 1.785
O 0.946 1.529 0.759
H 1.665 2.733 2.239
H 2.918 1.763 1.419
H 1.827 0.983 2.549


Values of energy, in order: -4271.9488; -4194.4598; -3244.3575, all in a.u..